Below is a cluster of 2 separate species, CH3ClN2O2 in total, with properties calculated with the ωB97M-V functional and the def2-TZVPD basis.

Structure (XYZ):
```
9
Properties=species:S:1:pos:R:3:forces:R:3
O -1.171 1.687 -1.024 2.224 -0.978 1.186
N -0.393 1.354 -0.120 -1.229 1.321 -0.540
C 1.067 1.141 -0.398 -0.394 -0.337 -0.758
Cl 1.844 0.214 0.842 0.042 -0.431 0.709
H 1.294 0.706 -1.343 -0.698 -1.106 -0.814
H 1.669 2.012 -0.530 -0.438 1.556 0.624
N -1.415 0.354 1.163 0.872 -1.815 -2.437
O -2.544 0.301 0.790 -0.546 0.357 0.138
H -1.200 0.945 1.925 0.167 1.434 1.891
```
Forces are in eV/Å.

- Max |F|: 3.16 eV/A
- Electronic energy: -759.862461 a.u.
- ΔE to the lowest compared entry with this formula, charge and spin: 391.1 kJ/mol
- LUMO (spin up / spin down): -1.08 / -0.49 eV
- Structure (SMILES): O=NCCl.N=O
- HOMO level (spin up / spin down): -8.620 / -9.302 eV